No. 1
Entry from the Open Molecules 2025 dataset: a 2-piece molecular cluster, C3H5N3 overall (the ωB97M-V functional and the def2-TZVPD basis).

Structure (XYZ):
```
11
Properties=species:S:1:pos:R:3:mulliken_charge:R:1
C 0.2525 1.3131 0.8419 -0.68
N 0.1111 0.9119 -0.5735 -0.16
C 0.3827 -0.2879 -0.9397 0.43
N 0.7895 -1.3091 -1.3864 -0.34
C -1.1034 -1.5534 0.7532 -0.32
N -1.0608 -2.5713 0.1701 -0.60
H -0.4538 0.7031 1.4140 0.35
H 0.0472 2.3815 0.9055 0.29
H 1.2734 1.1147 1.1676 0.27
H -0.6217 1.3670 -1.1049 0.28
H 0.2418 -2.1434 -1.0307 0.49
```

Values from the calculation:
Spin multiplicity ... 1
Calculated total energy ... -7659.014 eV
Net charge ... 0
HOMO level ... -0.3420 hartree
Molar mass ... 83.09 u

No. 2
Entry from the Open Molecules 2025 dataset: a 2-piece molecular cluster, C3H5N3 overall (the ωB97M-V functional and the def2-TZVPD basis).

Structure (XYZ):
```
11
Properties=species:S:1:pos:R:3:mulliken_charge:R:1
C 1.9585 0.2351 0.2713 -0.39
N -0.0960 0.2018 -0.6229 -0.34
C -0.5671 -1.0908 -0.5630 -0.08
N -1.5820 -1.1712 0.2402 -0.35
N -1.8349 0.1013 0.7204 -0.35
C -0.9630 0.8997 0.1869 -0.05
H 1.6396 0.9194 1.0881 0.16
H 0.5588 0.5788 -1.2978 0.39
H 1.8257 -0.7635 0.7406 0.16
H -0.1150 -1.9095 -1.1049 0.42
H -0.8883 1.9655 0.3504 0.42
```

Values from the calculation:
Spin multiplicity ... 1
Calculated total energy ... -7657.255 eV
Net charge ... 0
HOMO level ... -0.3543 hartree
Molar mass ... 83.09 u

Question: What is the molar mass in the first record?
Answer: 83.09 u

Question: The lowest calculated total energy belongs to which entry?
Answer: number 1